Record 1
Molecular formula: C13H19CuF6N4O6S2
Method: DFT, ωB97M-V with the def2-TZVPD basis set

As for the HOMO-LUMO gap: 9.06 eV. The energy above the lowest of the compared OMol25 structures with the same formula, charge and spin is 39.0 kJ/mol.

Last column: Mulliken charge in e.
CARTESIAN COORDINATES (ANGSTROEM)
1 H -3.464 -2.249 -0.439  0.349
2 F -2.221 0.858 -3.072  -0.240
3 C -1.935 2.059 -2.556  0.584
4 H 4.332 0.189 -3.381  0.400
5 F -0.593 2.160 -2.453  -0.287
6 C 1.992 -0.140 2.930  -0.732
7 C 2.685 -0.712 -4.447  -0.030
8 H -2.254 -3.644 1.043  0.230
9 H 1.424 -0.897 2.394  -0.233
10 C 0.151 -3.719 1.826  -1.471
11 O 0.303 -2.071 0.130  -0.617
12 F -2.379 3.003 -3.376  -0.220
13 H 3.160 3.693 1.432  0.285
14 N -2.031 1.105 -0.082  -0.183
15 H 1.217 -3.542 1.915  0.302
16 O -3.748 2.097 1.741  -0.577
17 H 3.036 -0.444 2.985  0.450
18 C -0.421 -2.891 0.700  0.563
19 N -1.727 -3.035 0.443  -0.016
20 N 1.253 -0.201 -2.148  0.158
21 H -2.246 -2.794 -1.599  0.293
22 C 0.680 -0.882 -3.150  -0.097
23 H -0.327 -3.398 2.756  0.352
24 O 1.675 1.063 0.904  -0.809
25 H -0.254 -1.385 -2.934  0.277
26 H 1.384 3.740 1.432  0.247
27 C 3.281 -0.069 -3.387  -0.878
28 H 3.217 -0.970 -5.353  0.379
29 F -2.313 0.337 3.763  -0.233
30 H 1.500 -0.019 3.897  0.446
31 O -2.328 3.614 -0.418  -0.634
32 H 2.892 0.575 -1.306  0.512
33 H -0.047 -4.784 1.703  0.466
34 N 2.279 2.278 2.706  -0.114
35 H 0.972 -1.823 -5.060  0.382
36 H 2.411 2.209 3.700  0.276
37 H 2.230 4.329 2.820  0.361
38 C 1.938 1.138 2.109  0.482
39 S -2.728 2.285 -0.834  0.787
40 O -3.838 -0.288 1.159  -0.641
41 H -2.023 -1.302 -0.683  -0.215
42 C 2.269 3.567 2.043  -0.846
43 C -1.752 0.440 2.575  0.740
44 C 1.375 -1.158 -4.307  -0.855
45 C -2.396 -2.326 -0.623  -0.331
46 F -0.801 1.382 2.628  -0.229
47 F -1.182 -0.710 2.225  -0.158
48 O -4.113 2.027 -1.146  -0.648
49 S -3.047 0.918 1.292  0.730
50 Cu -0.018 0.209 -0.251  1.590
51 C 2.531 0.180 -2.246  -0.349

=====

Record 2
Molecular formula: C5H5NO
Method: DFT, ωB97M-V with the def2-TZVPD basis set

As for the HOMO-LUMO gap: 9.59 eV. The energy above the lowest of the compared OMol25 structures with the same formula, charge and spin is 271.9 kJ/mol.

Last column: Mulliken charge in e.
CARTESIAN COORDINATES (ANGSTROEM)
1 H 0.886 1.458 1.095  0.275
2 C 0.982 0.469 0.606  -0.524
3 C -1.124 0.183 0.003  -0.604
4 H -1.846 -1.348 1.315  0.374
5 H 1.926 -0.018 0.708  0.318
6 C 0.207 0.483 -0.672  0.334
7 H -2.009 0.720 -0.260  0.380
8 N 1.012 -1.305 -2.443  -0.425
9 O 0.201 -0.854 1.509  -0.452
10 C 0.649 -0.524 -1.669  0.063
11 H 0.128 1.452 -1.187  0.380
12 C -1.011 -0.717 0.994  -0.118

=====

Record 3
Molecular formula: C18H30Cl2N7O3Ru
Method: DFT, ωB97M-V with the def2-TZVPD basis set

As for the spin multiplicity: 6. As for the HOMO-LUMO gap (alpha / beta): 4.10 / 5.34 eV.

Last column: Mulliken charge in e.
CARTESIAN COORDINATES (ANGSTROEM)
1 N 3.488 0.802 -0.091  0.306
2 Ru 0.030 0.078 1.167  0.559
3 H -1.193 -0.451 7.178  0.245
4 H 0.952 2.357 -1.035  0.136
5 C -2.095 0.268 -1.197  -0.159
6 H -0.523 -5.326 1.673  0.323
7 N -0.720 -0.257 5.168  1.128
8 H 3.678 1.068 1.972  0.108
9 H -2.304 2.401 -1.175  0.312
10 H 1.992 0.524 3.761  0.325
11 H 4.707 1.385 -1.712  0.341
12 O 0.300 0.090 -0.882  0.165
13 H 0.956 -2.368 -0.662  -0.111
14 Cl -2.105 0.493 1.383  -0.305
15 C 0.841 -4.941 -0.829  -0.927
16 H -2.125 -1.804 -1.589  0.454
17 H 0.246 5.000 -4.377  0.388
18 H -3.995 2.140 0.738  0.281
19 C 0.268 -2.785 0.108  0.497
20 H -2.489 -0.786 6.080  0.239
21 H -3.606 -1.200 -0.765  0.379
22 C -2.784 1.444 -0.899  0.339
23 C -0.788 3.098 -4.422  -0.621
24 H 0.179 -5.426 -1.561  0.334
25 H 3.447 2.564 1.011  0.317
26 H 5.035 1.723 0.972  0.341
27 O 2.115 -0.598 1.091  -0.820
28 N -1.149 -0.353 3.921  -0.388
29 C -2.522 -1.124 -0.856  -1.200
30 C 0.994 0.238 4.079  -0.133
31 H -1.272 3.291 -5.378  0.389
32 C -0.979 -4.740 0.863  -0.959
33 H 2.858 -1.047 -0.790  0.542
34 C 0.464 2.579 -1.986  0.705
35 C -4.098 1.525 -0.171  -1.352
36 H -2.101 -1.443 0.122  0.154
37 H -4.835 2.005 -0.808  0.416
38 C 3.945 1.586 1.043  -0.800
39 H -1.634 -3.973 1.276  0.271
40 H 1.371 -5.721 -0.261  0.326
41 N -1.543 -0.520 6.246  -0.593
42 H -1.693 1.145 -4.183  0.376
43 C -1.020 1.898 -3.762  -0.279
44 N 0.629 0.114 5.359  -0.892
45 C -0.712 0.335 -1.797  0.530
46 H 3.289 2.434 -1.381  0.293
47 O -0.339 -2.070 0.968  -0.723
48 H -1.555 -5.416 0.215  0.339
49 C 3.648 1.392 -1.415  -0.992
50 H 3.054 0.825 -2.148  0.335
51 C 0.069 4.058 -3.860  -0.523
52 H -0.674 -0.476 -2.556  0.321
53 C 0.691 3.796 -2.645  -1.124
54 H 1.363 4.524 -2.191  0.447
55 C 2.794 -0.330 0.059  -0.110
56 Cl 0.655 2.234 1.433  -0.503
57 C -0.392 1.646 -2.532  -0.883
58 H 1.574 -4.311 -1.359  0.276
59 N 0.007 -0.026 3.196  0.547
60 H -4.459 0.537 0.124  0.297
61 N 0.066 -4.100 0.070  0.318

=====

Record 4
Molecular formula: C2H6INS
Method: DFT, ωB97M-V with the def2-TZVPD basis set

As for the HOMO-LUMO gap (alpha / beta): 6.83 / 7.96 eV. The energy above the lowest of the compared OMol25 structures with the same formula, charge and spin is 305.1 kJ/mol.

Last column: Mulliken charge in e.
CARTESIAN COORDINATES (ANGSTROEM)
1 H 2.354 0.097 0.504  0.178
2 H -0.338 -1.164 -1.412  0.399
3 H -1.500 1.486 -0.889  0.265
4 C -0.499 1.027 -0.931  -0.648
5 S 1.460 0.336 1.371  -0.058
6 H -0.259 1.228 0.174  0.151
7 C -0.781 -0.397 -0.907  -0.555
8 I -0.023 -2.274 2.614  0.084
9 H -1.555 -0.699 -0.150  0.205
10 H 0.264 1.571 -1.419  0.358
11 N 0.876 -1.212 1.046  -0.380

=====

Record 5
Molecular formula: C24H48O48S12
Method: DFT, ωB97M-V with the def2-TZVPD basis set

The structure (SMILES) is O=S1(=O)OCCO1.O=S1(=O)OCCO1.O=S1(=O)OCCO1.O=S1(=O)OCCO1.O=S1(=O)OCCO1.O=S1(=O)OCCO1.O=S1(=O)OCCO1.O=S1(=O)OCCO1.O=S1(=O)OCCO1.O=S1(=O)OCCO1.O=S1(=O)OCCO1.O=S1(=O)OCCO1. As for the HOMO-LUMO gap: 10.25 eV. The energy above the lowest of the compared OMol25 structures with the same formula, charge and spin is 955.6 kJ/mol.

Last column: Mulliken charge in e.
CARTESIAN COORDINATES (ANGSTROEM)
1 O 12.236 -17.743 0.824  -0.282
2 C 9.973 -20.470 -2.345  0.673
3 O 6.454 -21.482 -2.373  -0.588
4 H 9.161 -22.182 -3.531  0.328
5 O 14.564 -13.105 -3.313  -0.460
6 C 10.431 -16.382 -1.284  1.561
7 H 7.815 -17.521 2.696  -0.008
8 S 6.617 -14.859 -8.937  1.103
9 C 14.696 -19.775 1.712  -0.401
10 H 10.741 -7.994 -2.935  0.271
11 S 10.484 -14.575 -3.067  0.107
12 H 3.545 -14.635 -1.186  0.373
13 H 8.370 -16.919 -1.968  -0.505
14 H 13.191 -11.934 0.392  0.319
15 H 7.436 -19.820 0.671  -0.117
16 S 11.147 -18.157 -5.712  0.823
17 O 6.033 -19.552 2.156  -0.374
18 O 12.127 -13.905 -11.700  -0.559
19 C 6.612 -13.387 -6.858  -0.280
20 O 7.398 -15.415 -7.552  -0.352
21 O 11.121 -16.005 -2.442  -0.117
22 H 14.580 -21.242 0.055  0.336
23 C 9.444 -21.134 -3.628  -0.418
24 O 8.262 -20.374 -3.818  -0.285
25 H 13.229 -21.180 1.151  0.285
26 S 7.389 -20.260 -2.419  0.888
27 H 5.581 -13.597 -6.574  0.385
28 O 9.041 -15.360 -2.789  -0.185
29 H 8.410 -12.893 3.777  0.282
30 O 14.017 -17.198 -0.817  -0.553
31 O 5.300 -11.938 -1.297  -0.612
32 C 7.513 -17.794 1.685  1.085
33 C 7.536 -14.483 -6.444  0.350
34 O 11.865 -11.602 -5.944  -0.355
35 S 5.874 -13.090 -1.997  1.032
36 O 3.905 -18.253 2.741  -0.548
37 H 9.538 -11.551 -9.689  0.371
38 C 8.589 -13.598 1.707  0.185
39 H 9.064 -13.150 0.834  -0.202
40 O 10.065 -17.144 -5.585  -0.120
41 O 14.796 -13.375 -0.815  -0.581
42 O 10.183 -13.969 3.486  -0.349
43 O 4.596 -18.539 0.230  -0.483
44 O 11.432 -15.168 -9.572  -0.189
45 C 13.224 -16.893 -5.266  -0.372
46 O 13.364 -13.613 -9.564  -0.546
47 O 7.457 -14.937 -10.128  -0.505
48 O 11.511 -15.052 1.521  -0.311
49 C 13.194 -17.745 -4.029  0.516
50 H 11.129 -12.225 -9.099  0.207
51 O 6.955 -12.944 -3.008  -0.257
52 S 10.514 -9.317 0.222  0.981
53 O 8.948 -14.955 1.775  -0.175
54 O 10.406 -13.506 -2.052  -0.222
55 C 9.010 -16.110 -1.618  0.771
56 H 10.471 -9.183 -9.270  0.307
57 O 11.905 -10.007 -8.036  -0.379
58 O 11.745 -9.875 0.721  -0.511
59 H 11.131 -16.916 -8.497  0.254
60 S 14.526 -12.306 -2.136  1.103
61 C 5.629 -15.551 -1.083  0.437
62 O 6.778 -18.907 -2.340  -0.328
63 C 11.001 -8.800 -2.248  -0.249
64 C 12.797 -12.679 -0.298  0.285
65 C 9.950 -9.957 -2.223  -0.210
66 O 15.176 -10.976 -2.014  -0.557
67 H 10.897 -15.770 -0.512  -1.059
68 O 6.190 -17.314 1.851  -0.424
69 H 9.080 -9.411 -2.587  0.357
70 C 11.896 -16.216 -8.831  -0.133
71 C 10.414 -11.403 -9.058  -0.231
72 H 8.149 -19.982 2.097  0.278
73 H 15.760 -20.002 1.659  0.287
74 O 11.956 -18.466 -4.199  -0.216
75 O 10.343 -9.663 -5.939  -0.560
76 H 13.301 -14.724 -0.930  -0.361
77 C 9.214 -13.068 3.063  -0.441
78 O 10.191 -16.452 3.187  -0.679
79 H 12.366 -17.655 -10.343  0.305
80 H 7.527 -13.430 1.524  0.392
81 O 10.844 -19.413 -6.458  -0.644
82 H 10.069 -21.067 -4.518  0.247
83 H 5.376 -15.877 -0.074  -0.145
84 H 12.270 -15.800 -7.895  0.129
85 H 8.521 -14.017 -6.446  -0.121
86 O 13.306 -15.912 -10.689  -0.341
87 H 13.777 -17.181 -9.316  0.250
88 H 13.941 -14.248 0.687  0.170
89 H 10.318 -19.448 -2.503  -0.492
90 H 14.053 -18.413 -3.971  0.404
91 H 7.252 -15.108 -5.598  0.039
92 O 4.742 -14.080 -2.671  -0.423
93 S 11.101 -10.610 -6.725  0.927
94 C 11.104 -10.069 -9.224  -0.480
95 C 13.628 -13.899 -0.297  0.887
96 C 7.364 -19.365 1.659  0.254
97 O 10.745 -8.223 -0.974  -0.402
98 C 13.946 -20.556 0.617  -0.367
99 O 12.549 -17.580 -6.290  -0.330
100 C 12.880 -16.840 -9.833  -0.266
101 O 10.023 -11.349 -7.709  -0.201
102 O 13.457 -19.631 -0.364  -0.215
103 S 10.382 -15.227 2.453  0.970
104 H 14.252 -19.985 2.685  0.290
105 S 4.934 -18.436 1.704  1.061
106 H 3.699 -15.955 -2.133  0.424
107 H 11.773 -10.082 -10.084  0.361
108 O 9.441 -8.838 1.070  -0.558
109 O 12.926 -12.215 -1.606  -0.110
110 O 9.938 -10.415 -0.893  -0.135
111 H 10.577 -17.437 -1.051  0.170
112 O 6.711 -13.378 -8.250  -0.392
113 O 8.822 -20.431 -1.519  -0.309
114 H 6.306 -16.197 -1.642  0.128
115 O 10.719 -14.265 -4.491  -0.218
116 H 12.744 -15.916 -5.312  0.089
117 O 5.257 -15.308 -9.041  -0.564
118 H 8.345 -15.648 -0.888  -0.643
119 H 9.719 -12.108 2.959  0.278
120 H 10.052 -10.740 -2.975  0.164
121 H 11.756 -12.902 -0.064  -0.523
122 O 6.273 -14.267 -0.856  -0.310
123 H 14.281 -16.678 -5.426  0.525
124 H 12.024 -9.175 -2.251  0.245
125 H 10.763 -20.901 -1.730  0.253
126 H 6.939 -12.518 -6.287  0.322
127 S 13.548 -18.115 0.228  0.910
128 O 14.694 -18.433 1.369  -0.316
129 H 7.902 -17.270 0.811  -0.684
130 C 4.319 -15.137 -1.766  -0.561
131 H 13.314 -17.259 -3.061  -0.415
132 S 12.589 -14.484 -10.465  1.089